(1)
The following is a DFT calculation (the ωB97M-V functional and the def2-TZVPD basis) of C23H55AlN5O6 as an isolated structure.

```
90
Properties=species:S:1:pos:R:3:forces:R:3
C 0.76262 -0.42181 -2.15976 -0.1 0.3 -0.4
C -0.07805 0.76175 -2.64625 -0.3 -0.1 0.1
C -1.50837 0.77102 -2.06532 0.2 0.2 -0.1
C -1.89875 2.11993 -1.48338 0.4 -0.1 0.1
O -1.02595 2.47220 -0.45144 -0.4 0.5 0.1
Al -1.52003 3.88371 0.58275 0.0 -0.3 -0.2
C -2.20834 3.21351 2.35993 0.2 0.0 0.1
C -1.40704 3.57904 3.62423 -0.4 -0.4 0.3
C -1.37623 2.50421 4.73363 0.4 0.1 -0.1
N 0.01599 2.11672 5.05235 0.0 0.1 0.1
C 0.00862 5.21641 0.67921 0.0 -0.3 0.1
O 0.91259 5.15607 1.81446 0.1 0.3 -0.2
C 1.68132 3.99300 1.77635 0.0 -0.3 0.3
C 2.69406 3.96260 2.93081 0.2 0.2 0.0
C 2.43199 4.98566 4.02919 0.0 0.1 -0.1
H 0.14174 -1.31366 -2.11119 0.2 -0.1 0.1
H 1.20115 -0.21082 -1.18732 -0.1 -0.1 0.2
H 1.57311 -0.61974 -2.86470 0.1 0.0 0.1
H -0.14599 0.71660 -3.73458 0.0 0.1 -0.1
H 0.38893 1.70319 -2.36275 0.2 0.1 -0.1
H -1.57590 0.02636 -1.27117 -0.1 -0.1 0.0
H -2.22101 0.51409 -2.85569 0.1 -0.3 0.1
H -2.94054 2.08003 -1.13244 -0.2 -0.1 0.0
H -1.88234 2.87311 -2.28864 0.0 0.1 -0.1
H -2.74665 4.61937 -0.22374 0.0 0.1 -0.1
H -3.23869 3.56351 2.47942 -0.1 0.0 0.0
H -2.28679 2.12218 2.29808 0.1 -0.1 -0.1
H -0.37324 3.82116 3.39130 0.0 0.2 -0.1
H -1.87060 4.46329 4.06554 0.3 0.3 -0.1
H -1.88172 2.87922 5.62945 -0.2 -0.1 0.0
H -1.88267 1.60977 4.37621 -0.2 -0.1 0.1
H 0.58530 2.95417 5.10170 0.0 0.0 -0.1
H 0.06282 1.70973 5.97838 0.0 -0.1 0.0
H 0.61227 5.11098 -0.23656 0.1 0.1 -0.1
H -0.37434 6.23929 0.66683 0.0 0.1 0.1
H 1.03520 3.10686 1.84830 -0.1 0.0 -0.1
H 2.21245 3.92154 0.81909 0.0 -0.1 -0.1
H 3.69757 4.14946 2.54229 0.1 0.0 0.0
H 2.72623 2.96200 3.36184 -0.1 -0.1 0.0
H 3.17014 4.89767 4.82175 0.0 -0.2 0.1
H 2.52807 5.99102 3.62010 -0.2 0.1 0.0
H 1.42494 4.89495 4.43257 -0.1 0.0 0.1
C -1.55849 -3.86542 -3.89997 0.1 -0.1 0.0
C -0.97905 -4.32214 -2.58197 -0.2 0.2 -0.1
O -0.40203 -3.54189 -1.84699 0.1 -0.3 0.2
N -1.15083 -5.62682 -2.22677 0.0 0.0 -0.1
C -1.81774 -6.68479 -2.96492 0.2 0.1 0.4
H -1.32574 -2.81458 -4.03165 0.0 0.0 0.0
H -1.14573 -4.42979 -4.73793 0.0 -0.1 0.0
H -2.64339 -3.97695 -3.90111 0.0 0.0 -0.1
H -0.74950 -5.85059 -1.33055 0.0 0.0 0.0
H -2.65840 -7.07107 -2.38052 -0.1 0.0 -0.1
H -1.12571 -7.50109 -3.17202 -0.1 0.0 -0.1
H -2.19671 -6.30689 -3.90836 0.0 0.0 0.0
C -0.11619 -10.41697 -2.24910 0.0 0.0 0.0
C 0.32574 -10.17150 -3.67469 0.0 0.0 0.0
O 0.01728 -9.16190 -4.28367 0.0 -0.1 0.0
N 1.09310 -11.12842 -4.26266 0.0 -0.1 0.0
C 1.55755 -12.37969 -3.69939 0.0 0.1 -0.2
H -0.71427 -9.57063 -1.92746 0.0 0.0 0.0
H -0.71917 -11.32280 -2.17795 0.0 0.0 0.0
H 0.74340 -10.51415 -1.58545 0.0 0.0 0.0
H 1.35705 -10.90470 -5.20898 0.0 0.0 0.0
H 2.64821 -12.41669 -3.68959 0.0 0.0 0.1
H 1.19073 -13.22553 -4.28368 0.0 0.0 0.0
H 1.20294 -12.48833 -2.68028 0.0 0.0 0.0
C -5.45946 -2.07189 -4.49149 0.0 0.0 0.0
C -4.39186 -1.01247 -4.31697 -0.1 0.3 0.3
O -3.25237 -1.16995 -4.71589 0.1 -0.2 -0.3
N -4.74486 0.13170 -3.67522 -0.1 -0.1 -0.2
C -6.03134 0.49500 -3.12010 0.2 0.0 0.0
H -5.01488 -2.91406 -5.01271 0.0 0.0 0.0
H -5.83536 -2.40930 -3.52489 0.0 0.0 0.0
H -6.29563 -1.69214 -5.07995 0.0 0.0 0.0
H -3.98203 0.78449 -3.57219 0.0 0.0 0.1
H -6.40722 1.40889 -3.58405 0.0 0.0 0.0
H -5.95038 0.66567 -2.04542 0.0 0.0 0.0
H -6.75304 -0.29766 -3.28923 0.0 0.0 0.0
C 5.95983 7.21263 4.33555 0.0 0.0 0.0
C 5.98994 6.13849 5.39934 -0.1 0.1 -0.1
O 5.49136 5.04613 5.21739 0.2 -0.1 0.1
N 6.59481 6.44437 6.58521 0.0 0.0 0.0
C 7.22741 7.68650 6.97342 0.0 -0.2 0.1
H 5.44213 6.81050 3.47061 0.0 0.0 0.0
H 5.42481 8.09560 4.68721 0.0 0.0 0.0
H 6.96998 7.50498 4.04478 0.0 0.0 0.0
H 6.57622 5.68854 7.25070 0.0 0.0 0.0
H 8.28011 7.52677 7.21700 0.0 0.0 0.0
H 6.73527 8.11594 7.84863 0.0 0.1 0.0
H 7.16969 8.40526 6.16308 0.0 0.0 0.0
```
Forces are in eV/Å.

Calculated values
Relative energy (zero: lowest compared OMol25 entry of this formula, charge and spin) = 0.1 kcal per mole
HOMO = -0.1463 Eh
LUMO level = 1.68 eV
Molecular weight = 524.70 g/mol
HOMO-LUMO gap = 5.7 eV
Spin multiplicity = 1
Charge = -1



(2)
The following is a DFT calculation (the ωB97M-V functional and the def2-TZVPD basis) of C23H55CoN3OP4S as an isolated structure at a distorted geometry.

```
88
Properties=species:S:1:pos:R:3:forces:R:3
Co 0.63439 -0.69011 -0.78789 -0.7 2.2 -2.3
P 2.65141 -0.60549 0.00534 4.0 0.1 1.7
P 0.87100 1.37306 -1.65949 0.8 3.7 -0.5
P -0.25342 -2.06301 0.47552 -2.3 -3.2 3.4
H -0.00174 -0.05633 -4.26241 0.6 0.4 1.2
C -0.18112 -0.75094 -3.42835 -1.1 -0.5 0.5
C -1.28147 -0.65093 -2.58071 0.5 -0.1 -0.8
H -1.62002 0.31858 -2.19019 -0.5 -0.3 -1.1
C 3.66778 -1.63325 -1.11116 -0.1 -0.1 0.0
C 3.73523 0.87535 0.24076 -0.2 0.5 -0.2
C 3.03722 -1.28553 1.67171 -0.4 -0.3 0.1
C -0.30892 2.34679 -2.67799 -0.5 -0.3 -0.4
C 1.30283 2.73335 -0.47382 0.1 -0.2 0.2
C 2.28043 1.40447 -2.85908 0.0 -0.4 -0.1
C -2.00191 -2.57590 0.25271 0.1 0.0 -0.1
C -0.29897 -1.70178 2.27073 -0.1 0.5 0.2
C 0.66399 -3.66849 0.56226 0.2 0.1 -0.5
H 0.50055 -1.60793 -3.35480 -0.8 -0.4 -1.0
H -2.02962 -1.46433 -2.47556 1.1 0.1 1.0
H 4.66707 -1.76047 -0.67313 -0.2 0.0 -0.2
H 3.75396 -1.14208 -2.08896 0.0 -0.2 0.2
H 3.18674 -2.61095 -1.23768 0.3 0.1 0.0
H 4.72350 0.53710 0.58604 -0.4 -0.1 -0.1
H 3.31310 1.53580 1.01358 0.1 -0.3 -0.2
H 3.88211 1.46328 -0.67026 0.0 -0.1 0.4
H 4.13123 -1.31958 1.77840 -0.3 0.0 -0.1
H 2.64504 -2.29687 1.80461 0.1 0.2 0.1
H 2.62132 -0.63190 2.45247 0.1 -0.2 -0.3
H 0.25467 3.07630 -3.27803 -0.1 -0.2 0.3
H -1.01514 2.88490 -2.04037 0.1 -0.2 -0.1
H -0.87447 1.71737 -3.36982 0.1 0.3 0.0
H 2.26928 3.18623 -0.73665 -0.3 -0.1 0.0
H 1.33232 2.34839 0.55106 0.0 0.1 -0.2
H 0.51219 3.49780 -0.49221 0.3 -0.3 -0.1
H 2.28029 2.37799 -3.36882 0.0 -0.3 0.2
H 2.12130 0.62143 -3.60905 0.2 0.2 0.0
H 3.26060 1.24988 -2.39755 -0.3 0.0 -0.2
H -2.22170 -3.34087 1.00876 -0.1 0.2 -0.2
H -2.18059 -2.99734 -0.73995 -0.2 0.1 0.3
H -2.65117 -1.70486 0.40695 0.1 -0.2 0.0
H -0.18521 -2.65214 2.81633 -0.1 0.3 -0.2
H -1.27795 -1.25356 2.50994 0.5 -0.1 -0.1
H 0.48100 -0.98454 2.55819 -0.4 -0.3 0.0
H -0.07729 -4.47082 0.62622 0.2 0.0 0.1
H 1.29165 -3.68124 1.46105 -0.2 -0.1 -0.3
H 1.28845 -3.83871 -0.32119 0.0 -0.1 0.3
C -1.31460 -5.06147 -3.57050 0.5 0.9 0.3
C -0.68090 -6.20276 -4.12083 0.3 -0.8 -0.3
C -1.34623 -6.97746 -5.05211 1.1 -0.3 0.3
C -2.63541 -6.63246 -5.48118 0.1 0.0 0.2
C -3.26895 -5.50195 -4.93347 0.0 1.0 0.7
C -2.61339 -4.70741 -3.99443 -1.1 0.2 -0.6
S -0.34852 -4.15149 -2.43091 -0.9 0.0 -1.0
H -0.98781 -2.90478 -2.37918 0.2 -1.5 -0.2
H 0.34779 -6.42607 -3.81395 -0.5 -0.1 -0.2
H -0.84348 -7.86726 -5.45106 -0.3 0.5 0.1
H -3.14600 -7.23139 -6.22985 0.1 0.1 0.1
H -4.27919 -5.26562 -5.26734 0.3 0.1 0.2
H -3.06937 -3.78578 -3.59728 0.1 -0.7 -0.3
C 1.86705 2.98710 3.78183 -0.1 -0.4 0.2
N 0.75903 3.56212 3.02080 -0.1 -0.2 -0.8
C 0.99430 4.91415 2.52656 -0.4 0.4 -0.2
P -0.49682 2.54603 2.61435 0.3 1.1 0.9
O -0.01006 1.22158 2.14950 -0.1 -0.8 -0.6
N -1.37696 2.43835 4.01717 0.2 -0.4 -0.5
C -2.44159 1.44836 4.11529 -0.3 -0.1 0.1
C -1.43102 3.49224 5.01897 0.0 0.3 0.2
N -1.39147 3.27780 1.38483 0.2 -0.7 -0.5
C -2.13494 2.34447 0.50743 -0.1 0.2 0.1
C -2.16514 4.48663 1.65361 -0.3 0.2 0.1
H 2.80170 3.46840 3.47549 -0.2 -0.1 0.1
H 1.73307 3.11806 4.86060 0.1 0.0 -0.1
H 1.95893 1.91186 3.58131 -0.1 0.2 0.1
H 0.78460 5.00278 1.44614 0.0 0.0 0.4
H 0.39596 5.66847 3.07360 0.3 -0.3 -0.3
H 2.05433 5.14483 2.67674 -0.3 0.1 -0.1
H -2.18843 0.55051 3.53554 -0.1 0.3 0.1
H -2.54581 1.14619 5.16705 0.0 0.0 -0.3
H -3.41756 1.84646 3.77768 0.3 -0.2 0.1
H -0.47192 4.01987 5.05029 -0.3 0.0 0.0
H -2.24246 4.21514 4.81974 0.3 -0.2 0.2
H -1.60516 3.03056 6.00296 0.1 0.2 -0.3
H -3.11606 2.06008 0.94564 0.5 0.0 -0.2
H -2.35418 2.84329 -0.44932 0.0 0.0 0.3
H -1.53143 1.44554 0.29706 -0.2 0.3 0.2
H -2.77763 4.38340 2.56211 0.1 0.1 -0.2
H -1.52961 5.36946 1.73884 0.0 -0.1 0.1
H -2.83463 4.66405 0.80279 0.1 0.0 0.3
```
Forces are in eV/Å.

Calculated values
HOMO (spin up / spin down) = -0.5470 / -0.5469 Eh
LUMO level (spin up / spin down) = -8.98 / -12.01 eV
Molecular weight = 604.61 g/mol
HOMO-LUMO gap (spin up / spin down) = 5.9 / 2.9 eV
Spin multiplicity = 5
Charge = +3